Computed, not measured: C23H43Cl4FILiNNaO10PS as an isolated structure, with wB97M-V/def2-TZVPD.

* E_HOMO: -9.94 eV
* energy: -4856.71128 Eh
* LUMO level: -0.163 Eh
* charge: +1

Element x y z (Å)
C1 -0.2826 -2.2539 4.8654
C2 0.9553 -3.1678 4.5818
C3 1.1687 -3.9985 5.8854
C4 2.2098 -2.3417 4.1945
C5 3.5627 -2.9123 4.7263
C6 2.3476 -2.1019 2.6702
O1 2.5400 -0.6546 2.4238
C7 1.6179 -0.1517 1.5303
N1 0.3279 -0.2471 1.8594
C8 -0.6750 0.1915 1.1075
C9 -0.3916 0.7560 -0.1116
C10 0.9207 0.8961 -0.5371
C11 1.9447 0.4412 0.2989
C12 3.4401 0.5993 -0.0736
C13 3.9551 1.7940 0.7882
C14 5.5484 1.8863 0.8653
I1 6.3743 2.9600 -0.7883
H1 -0.9122 -2.0840 3.9832
H2 -0.9329 -2.7194 5.6150
H3 0.0551 -1.3083 5.3170
H4 0.6363 -3.8299 3.7598
H5 1.9217 -4.7820 5.7770
H6 0.1812 -4.4316 6.1098
H7 1.3871 -3.2693 6.6787
H8 2.0936 -1.3501 4.6610
H9 3.5846 -3.9995 4.8199
H10 4.3723 -2.6545 4.0186
H11 3.8305 -2.4179 5.6676
H12 3.2200 -2.6137 2.2442
H13 1.4719 -2.4960 2.1401
H14 0.0787 -0.6483 2.7750
H15 -1.6939 0.0650 1.5559
H16 -1.2297 1.0884 -0.7173
H17 1.1675 1.3620 -1.4888
H18 3.9715 -0.3404 0.1183
H19 3.5233 0.8933 -1.1252
H20 3.4761 2.6969 0.4000
H21 3.5290 1.6562 1.8078
H22 5.7819 2.5198 1.7795
H23 6.0610 0.8870 1.0390
C15 -0.8438 -7.5563 8.6997
C16 -0.2814 -7.1371 7.3658
O2 -0.7027 -6.1651 6.7799
C17 0.8295 -7.9810 6.7907
H24 -1.6315 -6.8651 8.9924
H25 -1.2653 -8.5600 8.6277
H26 -0.0594 -7.5379 9.4581
H27 0.4804 -9.0029 6.6367
H28 1.6861 -7.9806 7.4668
H29 1.1380 -7.5676 5.8319
Cl1 -2.5466 0.1794 3.3193
Na1 4.7469 0.6289 2.8119
C18 -2.5021 3.8673 -2.0182
C19 -1.8872 4.5911 -0.8384
O3 -1.3772 5.8079 -1.3891
S1 -2.3207 6.2796 -2.6076
O4 -3.2326 7.2465 -2.1262
O5 -1.5006 6.5065 -3.7392
O6 -3.1111 4.8923 -2.8042
H30 -1.7385 3.3779 -2.6304
H31 -3.2439 3.1331 -1.7117
H32 -1.0896 4.0209 -0.3669
H33 -2.6415 4.8444 -0.0901
C20 2.1347 1.1735 -4.9874
Cl2 2.2130 -0.5469 -4.5881
Cl3 1.6493 1.4164 -6.6543
Cl4 0.9927 2.0105 -3.9290
H34 3.1197 1.5996 -4.8446
C21 -3.0539 0.3747 -8.7194
O7 -3.1557 0.7916 -7.3446
P1 -2.4277 2.2725 -6.9494
O8 -2.2314 1.9545 -5.4943
O9 -3.8167 3.0947 -7.2152
C22 -5.0556 2.5872 -6.7706
O10 -1.5312 3.6574 -6.9971
C23 -2.1075 4.8763 -6.5069
H35 -3.5663 -0.5793 -8.8241
H36 -3.5271 1.1082 -9.3808
H37 -2.0091 0.2475 -9.0051
H38 -4.9644 1.9713 -5.8774
H39 -5.5303 2.0143 -7.5824
H40 -5.6950 3.4454 -6.5422
H41 -2.5661 4.7203 -5.5308
H42 -2.8406 5.2684 -7.2090
H43 -1.2989 5.5998 -6.4221
F1 -6.1907 4.9030 -7.7759
Li1 -6.5847 3.0982 -8.5305

Charges computed using Mulliken, reported in e: C -1.59; C 0.73; C -1.58; C 1.00; C -1.69; C -1.56; O -0.14; C 0.65; N 0.34; C -0.30; C -0.80; C -0.33; C 0.23; C -0.41; C -0.77; C -1.25; I 0.15; H 0.31; H 0.45; H 0.34; H 0.20; H 0.33; H 0.52; H 0.28; H 0.25; H 0.32; H 0.41; H 0.34; H 0.62; H 0.59; H -0.14; H 0.22; H 0.68; H 0.13; H 0.25; H 0.40; H 0.42; H 0.36; H 0.49; H 0.43; C -1.17; C 0.86; O -0.56; C -1.10; H 0.31; H 0.34; H 0.34; H 0.39; H 0.31; H 0.23; Cl -0.69; Na 0.86; C -0.05; C -0.25; O -0.34; S 1.11; O -0.55; O -0.51; O -0.31; H 0.02; H 0.33; H 0.24; H 0.34; C -0.08; Cl -0.14; Cl -0.10; Cl -0.02; H 0.34; C -0.73; O -0.36; P 0.93; O -0.48; O -0.10; C -0.97; O -0.42; C -0.32; H 0.25; H 0.31; H 0.31; H 0.30; H -0.02; H 0.62; H 0.07; H 0.31; H 0.24; F -0.86; Li 0.93

***

Computed, not measured: C37H53Br4GeN4O5Si3Sr as an isolated structure, with wB97M-V/def2-TZVPD.

* 2S+1: 2
* E_HOMO (spin up / spin down): -1.32 / -1.60 eV
* energy: -15309.37648 Eh
* ⟨S²⟩: 0.75
* LUMO level (spin up / spin down): 0.152 / 0.149 Eh
* charge: -2

Element x y z (Å)
Sr1 -0.6881 0.0464 0.7238
O1 -2.5432 0.1978 -0.5811
C1 -2.9554 1.1410 -1.3270
C2 -3.6479 0.8531 -2.5475
C3 -4.0782 1.8398 -3.3938
C4 -3.8887 3.2091 -3.0926
C5 -3.2430 3.5241 -1.9208
C6 -2.7644 2.5441 -1.0325
C7 -2.0791 3.0367 0.1639
N1 -1.4999 2.3355 1.0650
C8 -0.8603 3.0009 2.2137
C9 0.4484 2.2681 2.6179
N2 0.1327 0.8583 2.8470
C10 0.2728 0.2854 3.9710
C11 -0.1449 -1.1011 4.2500
C12 0.2812 -1.6720 5.4536
C13 -0.0166 -2.9733 5.8063
C14 -0.7872 -3.7366 4.9035
C15 -1.2470 -3.2116 3.7214
C16 -0.9669 -1.8599 3.3279
O2 -1.4422 -1.3714 2.2569
H1 -3.7914 -0.1956 -2.7830
H2 -4.5627 1.5589 -4.3245
H3 -4.2180 3.9828 -3.7753
H4 -3.0693 4.5676 -1.6632
H5 -2.0951 4.1314 0.2834
H6 -0.6557 4.0599 2.0089
H7 -1.5427 2.9561 3.0686
H8 1.1585 2.3386 1.7849
H9 0.8912 2.7610 3.4930
H10 0.7248 0.8324 4.8120
H11 0.8878 -1.0592 6.1184
H12 0.3328 -3.3941 6.7407
H13 -1.0187 -4.7691 5.1467
H14 -1.8349 -3.8018 3.0271
Br1 -1.2819 0.1196 -6.1242
C17 -0.8095 -0.4600 -4.3750
C18 -0.9486 -1.7823 -3.9976
Br2 -1.5737 -3.0804 -5.2408
C19 -0.6107 -2.1702 -2.6884
Br3 -0.7780 -3.9738 -2.1127
C20 -0.1493 -1.2594 -1.7064
O3 0.1406 -1.6195 -0.5051
C21 0.0085 0.1514 -2.1134
O4 0.4182 1.0431 -1.2155
C22 -0.3205 0.4689 -3.4319
Br4 -0.1474 2.2993 -3.8784
C23 2.3268 -3.3581 3.0858
N3 2.9443 -3.4920 1.7819
C24 3.1674 -4.8408 1.3177
C25 4.1599 -4.8197 0.1827
C26 3.5998 -3.9693 -0.9309
N4 3.1236 -2.6968 -0.4256
C27 2.9717 -1.6495 -1.4179
C28 2.8488 -2.4271 0.8916
O5 2.5344 -1.3060 1.2847
H15 3.0004 -3.7358 3.8618
H16 1.3844 -3.9096 3.1386
H17 2.1159 -2.3140 3.2747
H18 2.2267 -5.3105 0.9926
H19 3.5499 -5.4256 2.1566
H20 4.3695 -5.8296 -0.1779
H21 5.0932 -4.3773 0.5460
H22 2.7823 -4.4950 -1.4395
H23 4.3709 -3.7709 -1.6805
H24 3.9484 -1.2502 -1.7063
H25 2.3570 -0.8595 -1.0134
H26 2.4757 -2.0567 -2.3026
C29 3.9423 1.3025 2.4683
Si1 4.6034 1.5087 0.7341
C30 5.8674 2.9004 0.8710
C31 5.6362 -0.0003 0.3566
Ge1 2.8197 1.9417 -0.8084
Si2 2.5478 4.2758 -0.4336
C32 2.5358 4.7851 1.3726
C33 0.9698 4.9229 -1.1731
C34 3.9261 5.3284 -1.1477
Si3 3.8469 2.0951 -2.9537
C35 3.6515 0.5222 -3.9404
C36 3.2329 3.4793 -4.0668
C37 5.6939 2.3975 -2.8529
H27 4.7417 0.9534 3.1378
H28 3.1340 0.5631 2.4736
H29 3.5503 2.2496 2.8603
H30 6.6105 2.6174 1.6319
H31 5.4112 3.8507 1.1713
H32 6.3884 3.0676 -0.0782
H33 6.5326 0.0274 0.9896
H34 5.9535 -0.0341 -0.6909
H35 5.0804 -0.9205 0.5698
H36 1.5649 4.6103 1.8431
H37 2.7610 5.8580 1.4328
H38 3.2844 4.2451 1.9617
H39 0.1103 4.3413 -0.8239
H40 0.9782 4.8308 -2.2639
H41 0.8271 5.9788 -0.9054
H42 4.8947 5.0783 -0.7025
H43 3.7028 6.3821 -0.9287
H44 4.0197 5.2117 -2.2279
H45 2.6309 0.1226 -3.8642
H46 4.3424 -0.2578 -3.6019
H47 3.8574 0.7367 -4.9972
H48 2.2668 3.8756 -3.7569
H49 3.1138 3.0921 -5.0848
H50 3.9514 4.3060 -4.0859
H51 6.2129 1.5865 -2.3282
H52 5.9201 3.3319 -2.3275
H53 6.0929 2.4669 -3.8747

Atom charges from the Mulliken analysis, given in e for atoms 1 to 99: Sr 1.89; O -0.85; C 0.29; C -0.66; C -0.32; C -0.84; C -0.39; C 1.01; C -0.85; N -0.17; C -1.09; C -0.44; N 0.58; C -0.93; C 0.48; C -0.26; C -0.78; C -0.35; C -0.84; C 0.63; O -0.97; H 0.40; H 0.35; H 0.35; H 0.23; H 0.24; H 0.51; H 0.31; H -0.46; H 0.49; H 0.08; H 0.27; H 0.36; H 0.34; H 0.39; Br -0.21; C 0.09; C 0.31; Br -0.25; C -0.18; Br -0.25; C 0.00; O -0.73; C -0.75; O 0.30; C 0.51; Br -0.05; C -1.14; N 0.28; C -0.63; C -0.83; C -0.68; N 0.95; C -0.61; C -0.15; O -0.45; H 0.34; H 0.49; H 0.07; H 0.30; H 0.38; H 0.39; H 0.26; H 0.31; H 0.33; H 0.67; H -1.14; H 0.62; C -0.32; Si 0.59; C -1.19; C -0.77; Ge 0.51; Si 0.31; C -1.15; C -0.46; C -0.98; Si 0.88; C -1.06; C -1.06; C -1.21; H 0.49; H -0.49; H 0.25; H 0.39; H 0.25; H 0.27; H 0.51; H 0.17; H -0.08; H 0.18; H 0.54; H 0.17; H -0.27; H 0.20; H 0.39; H 0.21; H 0.39; H 0.18

***

Computed, not measured: one molecule with the formula C3H4N4O4, with wB97M-V/def2-TZVPD.

* E_HOMO: -9.70 eV
* SMILES: O=[N+]([O-])N1C=CCN1[N+](=O)[O-]
* energy: -636.39507 Eh
* LUMO level: 0.004 Eh

Element x y z (Å)
C1 0.5642 -0.1451 0.1998
C2 0.9360 0.5703 -0.8659
C3 -0.9803 -0.1443 0.2129
N1 -0.1816 1.2241 -1.4127
N2 -1.2732 1.0201 -0.6011
N3 -0.4322 1.6406 -2.6826
N4 -1.7563 2.2682 0.1790
O1 0.5006 1.6470 -3.4375
O2 -1.5963 1.8698 -2.8908
O3 -1.5443 3.2946 -0.3919
O4 -2.3060 2.0260 1.2173
H1 1.1373 -0.7036 0.9557
H2 1.9185 0.8090 -1.3842
H3 -1.4054 -1.1345 -0.2937
H4 -1.5580 0.0629 1.1687

Charges computed using Mulliken, reported in e: C -0.40; C -0.22; C -0.48; N 0.13; N -0.26; N 1.06; N 1.17; O -0.66; O -0.55; O -0.55; O -0.62; H 0.37; H 0.40; H 0.25; H 0.36